18
Properties=species:S:1:pos:R:3:forces:R:3 method="wB97M-V/def2-TZVPD" e_lumo_ha=0.002 e_above_lowest_kcal_mol=133.0 homo_energy_ev=-9.7 gap_ev=9.80
S -1.4848 2.3283 -0.2174 1.07 -0.05 0.51
O -0.4519 3.9461 3.1314 -0.36 -0.72 -1.53
O -1.2172 3.5462 1.1752 -0.40 0.63 0.01
N -0.4952 3.1432 2.2432 0.53 -0.05 1.01
N -1.6289 0.8815 0.2039 -0.93 0.36 -0.34
C -1.0764 -1.4025 0.6634 0.15 0.33 0.04
C 0.2154 2.5219 -0.7735 -0.55 0.02 0.16
C 0.9831 1.4568 -0.9274 0.02 -0.15 -0.05
C -0.5182 0.0070 0.4907 0.63 -0.39 0.08
C 0.5328 0.0613 -0.6262 -0.27 -0.06 0.32
H 1.3921 -0.5495 -0.3476 -0.02 -0.02 -0.03
H 0.5051 3.5340 -0.9814 0.15 0.25 -0.04
H -1.5454 -1.7307 -0.2603 -0.05 -0.06 -0.12
H -1.8301 -1.3969 1.4441 -0.08 -0.05 0.10
H 1.9933 1.5675 -1.3058 -0.02 0.18 -0.03
H 0.1036 -0.3675 -1.5386 0.04 -0.09 -0.01
H -0.2873 -2.0985 0.9342 0.09 -0.11 0.02
H -0.0501 0.3285 1.4325 -0.01 -0.01 -0.09


57
Properties=species:S:1:pos:R:3:forces:R:3 method="wB97M-V/def2-TZVPD" e_lumo_ha=0.005 e_above_lowest_kcal_mol=80.0 smiles="C[N+]1(C)C[C@H](O)C[C@H]1C(=O)[O-].CNC(=O)[C@H](Cc1ccc(O)cc1)NC(C)=O" homo_energy_ev=-8.2 gap_ev=8.37
O 1.0081 -0.2909 6.3058 0.95 -0.93 -1.18
O 0.1168 4.2432 -2.5732 0.03 -0.28 -0.46
O 0.5785 -2.4362 6.7140 0.77 -0.47 -0.93
O 3.9720 -1.6062 2.5384 0.14 -0.16 -0.14
O -1.2003 -0.9946 1.4535 -0.41 -0.73 0.29
O -0.2150 3.5774 -7.3328 0.15 0.11 -0.06
N -0.4511 3.2238 -5.1597 -0.17 0.27 2.06
N 1.3226 -3.0199 3.9022 -0.28 -0.73 0.78
N -1.9390 3.7364 -1.9299 -1.13 -0.29 0.26
C 1.9013 -2.8293 2.5521 0.63 0.25 -1.42
C -1.6889 -0.8468 -0.8911 0.64 0.49 0.00
C -0.1568 -2.9709 3.8372 -1.28 0.08 0.34
C -0.9689 2.5930 -3.9393 0.04 -0.04 -0.32
C 0.0909 0.5015 0.1001 -0.55 -0.22 -1.17
C -1.8064 1.9211 -6.7623 0.19 0.18 0.17
C -1.4313 -0.2638 -2.1476 0.77 0.22 1.26
C -0.1335 1.3375 -3.6302 0.18 -0.28 0.67
C 2.5506 -1.4480 2.5112 0.49 0.70 0.08
C -0.7615 2.9671 -6.4287 -0.28 -0.11 -1.74
C 2.0691 -0.7646 3.7773 -0.24 -0.19 0.09
C -0.9047 3.5922 -2.7656 1.11 0.39 -0.20
C 1.1108 -1.5142 6.0444 -2.12 0.66 1.60
C 0.3540 1.0722 -1.1591 -0.88 -0.73 0.32
C 1.7264 -4.3130 4.4875 0.20 -1.28 0.55
C 1.8842 -1.9236 4.7564 0.72 1.96 0.48
C -0.9300 -0.4627 0.2339 0.36 1.14 -1.26
C -0.4104 0.6974 -2.2818 -0.10 -0.07 0.13
C -3.2273 3.0441 -1.9665 0.33 0.00 -0.17
H -3.8584 3.4032 -1.1519 0.17 0.01 -0.11
H 1.3440 -5.1498 3.8945 -0.02 0.29 -0.11
H 2.8180 -4.3873 4.5313 -0.23 0.21 -0.16
H 2.8753 -2.2361 5.0959 -0.08 -0.27 -0.22
H 2.6579 -3.5896 2.3323 -0.18 0.10 0.23
H -1.1030 -0.3325 2.1414 0.11 0.22 0.02
H 1.1313 1.8197 -1.2628 -0.02 -0.01 -0.02
H 2.2497 -0.8957 1.6155 0.06 -0.17 -0.05
H -2.0135 -0.5600 -3.0095 -0.03 -0.03 -0.04
H 1.1214 -2.8935 1.7861 0.02 -0.10 0.35
H -3.0806 1.9700 -1.8436 -0.12 0.00 0.01
H -0.4970 -1.9700 3.5595 0.31 -0.25 0.03
H 2.7847 -0.0289 4.1574 -0.27 -0.15 -0.07
H -0.3068 0.5945 -4.4083 -0.03 0.09 -0.15
H -0.5917 -3.2152 4.8140 0.47 0.17 -0.12
H -3.7384 3.2379 -2.9113 -0.09 -0.04 0.08
H -1.4832 0.9490 -6.4001 -0.17 -0.18 0.11
H -1.9192 1.8789 -7.8449 0.08 0.08 0.16
H -2.0023 2.2931 -4.0941 -0.12 -0.01 -0.12
H -2.7570 2.1993 -6.3149 -0.18 -0.17 0.10
H 4.4236 -0.7437 2.5504 -0.51 -0.41 0.00
H -0.5430 -3.6832 3.1012 0.40 0.12 0.00
H 0.9245 1.6034 -3.6695 -0.07 0.15 -0.09
H 0.2428 3.9462 -5.0249 0.06 -0.01 0.07
H -1.7850 4.4029 -1.1884 0.13 -0.05 -0.09
H 1.1157 -0.2564 3.6052 0.05 0.04 0.17
H 1.3359 -4.4040 5.5089 -0.01 0.41 -0.28
H -2.4689 -1.5845 -0.7761 -0.07 -0.04 0.06
H 0.6632 0.8102 0.9608 0.07 0.02 0.19


13
Properties=species:S:1:pos:R:3:forces:R:3 method="wB97M-V/def2-TZVPD" e_lumo_ha=0.043 e_above_lowest_kcal_mol=59.1 smiles=COC1CC1 homo_energy_ev=-9.5 gap_ev=10.70
O -0.3187 0.9684 0.2740 -0.73 -0.20 0.63
C 0.1452 -1.1047 -0.9366 0.24 0.58 -0.86
C -1.4846 0.7333 1.0545 -0.94 -0.75 1.83
C 0.4120 -0.1861 0.2391 1.80 -1.69 -0.43
C 1.4921 -0.3824 -0.8337 0.25 -1.28 2.08
H -2.0039 -0.4220 0.9126 1.44 3.41 -0.02
H -2.1597 1.6047 0.7481 0.50 -1.58 0.84
H -0.5186 -0.6778 -1.7514 0.69 -0.73 1.32
H 0.7051 -0.6398 1.2342 -0.70 0.55 -1.06
H -1.1889 0.7844 2.2513 -0.87 -0.02 -2.93
H 2.3735 -0.9977 -0.4533 -1.30 0.90 -0.69
H 1.7779 0.4266 -1.4571 -0.13 0.53 -0.61
H 0.1760 -2.1865 -0.8159 -0.24 0.28 -0.11


10
Properties=species:S:1:pos:R:3:forces:R:3 method="wB97M-V/def2-TZVPD" e_lumo_ha=-0.008 e_above_lowest_kcal_mol=131.5 homo_energy_ev=-8.9 gap_ev=8.69
N 0.5334 -1.2136 -0.4579 3.12 -0.48 -0.51
N 2.0223 -1.1265 -0.6003 -2.45 1.53 0.78
N 2.6518 -0.1636 -0.3568 -2.28 -0.13 0.23
N 0.1326 0.0140 -0.0076 -0.09 -0.24 -0.07
C -1.3782 -0.1055 0.1213 0.32 0.42 0.11
C 0.8822 1.0238 0.2388 0.11 -1.08 -0.38
H -1.6134 0.1259 1.1579 -0.11 0.12 -0.13
H -1.8060 0.6176 -0.5709 -0.04 0.01 0.19
H 0.3466 1.9319 0.5940 0.69 -0.53 -0.24
H -1.7713 -1.1038 -0.1185 0.73 0.36 0.02


Please write out number 4 again, unchanged.
10
Properties=species:S:1:pos:R:3:forces:R:3 method="wB97M-V/def2-TZVPD" e_lumo_ha=-0.008 e_above_lowest_kcal_mol=131.5 homo_energy_ev=-8.9 gap_ev=8.69
N 0.5334 -1.2136 -0.4579 3.12 -0.48 -0.51
N 2.0223 -1.1265 -0.6003 -2.45 1.53 0.78
N 2.6518 -0.1636 -0.3568 -2.28 -0.13 0.23
N 0.1326 0.0140 -0.0076 -0.09 -0.24 -0.07
C -1.3782 -0.1055 0.1213 0.32 0.42 0.11
C 0.8822 1.0238 0.2388 0.11 -1.08 -0.38
H -1.6134 0.1259 1.1579 -0.11 0.12 -0.13
H -1.8060 0.6176 -0.5709 -0.04 0.01 0.19
H 0.3466 1.9319 0.5940 0.69 -0.53 -0.24
H -1.7713 -1.1038 -0.1185 0.73 0.36 0.02